Record 1
{
  "formula": "ClH3NPS",
  "method": "wB97M-V/def2-TZVPD",
  "e_lumo_ev": 0.39,
  "e_homo_ev": -9.0,
  "mol_weight_g_mol": 115.525,
  "e_tot_ha": -1256.259402,
  "homo_lumo_gap_ev": 9.401,
  "smiles": "SNPCl",
  "multiplicity": 1,
  "e_above_lowest_kcal_mol": 35.2,
  "elements": ["Cl", "S", "P", "N", "H", "H", "H"],
  "xyz": [[-2.184, -0.393, 0.236], [0.681, -1.599, -0.176], [-0.781, 0.929, -0.248], [0.641, 0.104, 0.372], [0.997, -1.309, -1.415], [1.427, 0.725, 0.196], [-0.781, 1.542, 1.035]],
  "nbo_charge": [-0.275, 0.178, 0.747, -1.068, 0.084, 0.388, -0.054]
}


Record 2
{
  "formula": "ClH44O26",
  "method": "wB97M-V/def2-TZVPD",
  "e_lumo_ev": 1.55,
  "e_homo_ev": -6.5,
  "mol_weight_g_mol": 495.779,
  "e_tot_ha": -2442.649245,
  "homo_lumo_gap_ev": 8.015,
  "multiplicity": 1,
  "total_charge": -1,
  "e_above_lowest_kcal_mol": 1.0,
  "elements": ["Cl", "O", "O", "O", "O", "O", "O", "O", "O", "O", "O", "O", "O", "O", "O", "O", "O", "O", "O", "O", "O", "O", "O", "O", "O", "O", "O", "H", "H", "H", "H", "H", "H", "H", "H", "H", "H", "H", "H", "H", "H", "H", "H", "H", "H", "H", "H", "H", "H", "H", "H", "H", "H", "H", "H", "H", "H", "H", "H", "H", "H", "H", "H", "H", "H", "H", "H", "H", "H", "H", "H"],
  "xyz": [[-0.263, -0.078, 0.066], [-1.427, -2.112, 3.427], [0.250, -0.541, -1.286], [0.946, -0.065, 0.978], [2.663, -2.268, 1.639], [2.804, -1.648, -3.293], [0.334, -3.270, 1.351], [0.743, 1.283, -3.572], [3.318, 1.459, 1.388], [-1.685, 3.778, 0.821], [-3.846, 0.752, 1.503], [1.911, -0.716, 3.750], [-1.011, 3.016, -2.170], [-1.773, -3.623, -0.450], [-3.515, 1.957, -0.899], [-1.937, 0.546, -3.001], [2.205, 1.447, -1.326], [3.322, -0.951, -0.730], [0.004, -1.500, -4.525], [-0.848, 1.316, 0.036], [1.005, -3.154, -1.350], [-1.272, -1.016, 0.622], [1.177, 3.279, 0.502], [-3.550, -1.951, 1.790], [-3.636, -0.923, -1.167], [1.674, 1.909, 3.462], [-0.792, 0.918, 2.964], [1.192, 1.071, -4.376], [-1.267, 0.191, -2.425], [0.132, 0.908, 3.104], [1.946, 0.227, 3.524], [1.397, 2.546, -0.035], [-1.939, -3.485, -1.378], [-3.660, 1.143, 0.643], [0.538, -0.856, -4.092], [2.901, 1.324, 0.538], [-0.766, -1.726, 3.954], [-0.956, 3.171, 0.676], [-3.309, 1.156, -1.391], [2.085, 1.922, 2.557], [-1.266, 1.040, -3.509], [0.605, 2.208, -3.436], [3.849, 0.701, 1.579], [-3.407, -1.067, 1.424], [-3.007, -2.142, 2.554], [-2.285, 3.474, 1.464], [0.931, -2.248, -1.582], [-1.200, -2.908, -0.100], [3.869, -0.212, -0.931], [-3.104, -1.614, -0.766], [1.978, 2.695, 3.954], [2.805, -1.694, 0.943], [0.564, -4.184, 1.520], [1.466, -0.674, 4.626], [1.747, 1.249, -2.147], [3.387, -0.955, -3.586], [1.002, -3.151, -0.355], [-3.550, 1.395, 2.193], [-2.954, 2.665, -1.094], [0.442, -2.302, -4.289], [-0.925, 0.155, 2.400], [0.853, 3.969, -0.091], [2.286, -1.757, 2.353], [-0.956, -2.448, 2.654], [-4.592, -1.142, -1.101], [-1.796, 3.611, -2.136], [2.691, 2.215, -1.652], [1.148, -2.751, 1.537], [-1.072, 2.403, -1.479], [2.520, -0.519, -0.480], [2.881, -1.461, -2.322]],
  "lowdin_charge": [0.918, -0.035, -0.347, -0.343, -0.007, -0.061, -0.074, -0.021, -0.020, -0.033, -0.073, -0.064, -0.041, -0.071, -0.035, -0.063, -0.067, -0.023, -0.028, -0.342, -0.062, -0.318, -0.032, -0.088, -0.047, -0.079, -0.043, 0.072, -0.028, -0.056, -0.015, -0.046, 0.029, -0.024, -0.042, -0.010, 0.006, -0.021, 0.011, 0.029, 0.019, 0.044, 0.055, -0.030, -0.019, 0.012, -0.054, -0.017, 0.052, 0.001, 0.090, -0.042, 0.082, 0.083, 0.007, 0.019, 0.016, 0.064, -0.028, 0.018, -0.021, 0.054, -0.004, 0.015, 0.083, 0.083, 0.091, -0.006, -0.054, -0.017, -0.003]
}